Computed, not measured: a structure of composition C32H23F3N5SbTc at a distorted geometry, with the ωB97M-V functional and the def2-TZVPD basis.

Summary:
spin multiplicity	4
HOMO level (spin up / spin down)	-18.992 / -18.980	eV
lowest unoccupied orbital energy (spin up / spin down)	-13.4 / -15.7	eV
orbital gap (spin up / spin down)	5.633 / 3.237	eV
total energy	-57852.1370	eV
total charge	+4
ΔE to the lowest compared entry with this formula, charge and spin	0.0	kJ/mol

CARTESIAN COORDINATES (ANGSTROEM)
Tc -0.661430 1.958487 -0.325308
N -4.452279 0.557309 1.278251
C -3.288635 1.141083 1.190472
N -2.488730 1.024783 0.123641
C -2.946811 0.271020 -0.977565
N -2.239142 0.243325 -2.070670
N -1.165077 1.055631 -2.027319
C -0.524674 1.379286 -3.103192
C 0.548193 2.333986 -2.931157
C 1.276228 2.869053 -3.978020
C 2.220054 3.856637 -3.705588
C 2.406384 4.273537 -2.394662
C 1.653202 3.692104 -1.387531
N 0.741413 2.740524 -1.636700
C -4.198126 -0.428994 -0.891026
C -4.700325 -1.217538 -1.932627
C -5.932657 -1.821036 -1.794366
C -6.687547 -1.643117 -0.629951
C -6.216213 -0.860802 0.409403
C -4.974656 -0.260025 0.270346
H -5.016647 0.712855 2.106913
H -2.963891 1.746369 2.027050
H -0.826144 0.982142 -4.066403
H 1.094648 2.533029 -4.991272
H 2.793472 4.299366 -4.510495
H 3.124091 5.043783 -2.145843
H 1.783343 3.991436 -0.353938
H -4.122814 -1.334724 -2.839049
H -6.328679 -2.429673 -2.595973
H -7.656725 -2.116262 -0.541663
H -6.808072 -0.716147 1.305607
F 7.065841 0.844785 -0.101066
C 5.785016 0.705601 0.032649
C 5.110125 -0.247134 -0.775148
C 3.757676 -0.388593 -0.618539
C 3.069940 0.397360 0.336352
C 3.758593 1.356293 1.124515
C 5.110033 1.515661 0.987425
Sb 0.972663 0.019917 0.612425
C 0.713507 -0.072600 2.738176
C 1.068169 1.036031 3.553240
C 0.990508 0.943546 4.916675
C 0.539375 -0.282599 5.474234
F 0.473544 -0.387898 6.757426
C 0.155433 -1.391522 4.677903
C 0.237641 -1.273569 3.315577
C 0.747485 -1.932764 -0.100067
C 1.572908 -2.898259 0.443361
C 1.506630 -4.207216 -0.026850
C 0.618229 -4.511467 -1.033243
F 0.556433 -5.763898 -1.487115
C -0.201331 -3.563032 -1.584635
C -0.138406 -2.256591 -1.111890
H 5.674627 -0.843285 -1.483054
H 3.230173 -1.121234 -1.214530
H 3.243765 1.941180 1.877510
H 5.679421 2.214524 1.589531
H 1.440647 1.958472 3.121929
H 1.275252 1.757805 5.574025
H -0.180144 -2.304757 5.157213
H -0.038354 -2.115926 2.695144
H 2.286258 -2.651302 1.224826
H 2.138110 -4.989113 0.370515
H -0.873204 -3.857167 -2.377272
H -0.788317 -1.508676 -1.548612

Atomic forces in eV per Å
-0.03 -0.37 0.21
0.13 0.12 0.06
-0.07 -0.02 0.13
-0.05 0.02 -0.19
0.10 0.12 0.00
-0.45 -0.45 -0.18
0.44 0.45 -0.09
-0.12 -0.13 0.10
0.25 0.22 -0.13
-0.16 -0.17 0.11
0.08 0.09 0.13
0.01 -0.02 -0.12
0.05 0.00 0.09
0.07 0.10 -0.17
-0.16 0.03 0.28
-0.04 -0.04 -0.01
0.01 -0.01 -0.03
0.02 0.01 -0.01
0.03 0.05 0.06
-0.01 -0.19 -0.34
0.00 0.04 0.09
-0.01 0.02 0.04
-0.04 -0.01 0.01
0.00 0.01 0.01
0.00 0.00 0.00
-0.01 0.00 0.00
-0.01 0.01 0.00
-0.03 0.01 -0.01
0.00 0.01 -0.01
0.00 0.00 0.00
0.00 0.00 -0.01
0.64 0.05 -0.09
-1.54 -0.14 0.16
1.09 0.87 0.64
-0.87 0.45 0.64
-0.01 -0.06 -0.23
-1.11 -0.67 -0.20
1.00 -0.76 -1.01
0.99 1.55 1.28
-0.23 -0.10 0.02
-0.06 -0.56 -1.12
-0.45 -1.19 0.80
0.08 0.18 -1.73
-0.06 -0.10 0.97
0.29 0.86 1.06
0.35 0.76 -0.76
-0.13 0.71 0.08
1.08 -2.31 0.35
1.68 1.06 2.05
0.20 -3.54 -0.90
0.10 2.21 0.79
-1.75 2.49 -1.02
-1.04 -1.34 -1.47
0.00 0.07 0.07
-0.01 -0.03 -0.12
-0.01 -0.02 -0.05
-0.04 -0.04 -0.06
-0.06 0.00 -0.04
-0.04 -0.09 -0.04
0.04 0.11 0.01
-0.06 -0.06 -0.01
-0.04 -0.11 -0.05
0.10 -0.06 0.09
-0.12 0.03 -0.11
-0.02 -0.11 -0.05

***

Computed, not measured: an isolated molecule of C7H15N5 at a distorted geometry, with the ωB97M-V functional and the def2-TZVPD basis.

Summary:
spin multiplicity	1
HOMO level	-9.735	eV
lowest unoccupied orbital energy	0.5	eV
orbital gap	10.263	eV
total energy	-14948.6720	eV
SMILES string	CC(C)C[C@H](CN)c1nnn[nH]1
total charge	0
ΔE to the lowest compared entry with this formula, charge and spin	246.3	kJ/mol

CARTESIAN COORDINATES (ANGSTROEM)
C 0.863038 2.050023 1.292585
C 0.918199 1.507404 -0.155807
C -0.213396 2.356809 -1.040635
C 1.161103 -0.066293 -0.390320
C 0.127111 -0.975791 0.337777
C 0.354115 -2.373716 -0.106722
C -1.377230 -0.668593 0.176407
H -0.060691 1.562281 1.648621
H 0.600533 3.060598 1.325029
H 1.723667 1.754718 2.039750
H 1.852329 1.904092 -0.599961
H -1.094330 2.363657 -0.187028
H 0.086504 3.479520 -1.440371
H -0.555303 1.827345 -2.075521
H 2.188222 -0.430741 0.030925
H 1.065542 -0.189930 -1.503069
H 0.200980 -0.818607 1.408488
H -0.368030 -3.048507 0.409385
H -0.110770 -2.398020 -1.032829
H 2.198396 -2.422239 -0.563780
H 1.900578 -2.601832 1.100607
H -2.058759 -1.426851 -1.592230
N 1.615722 -2.875297 0.120578
N -2.104550 -0.280748 1.201347
N -3.322699 -0.215889 0.834967
N -3.406874 -0.354699 -0.409987
N -2.183406 -0.718698 -0.828217

Atomic forces in eV per Å
-0.01 -3.56 0.79
2.15 1.67 -1.97
-1.22 -0.78 0.31
-1.08 1.17 0.76
-1.33 1.74 -0.40
-3.56 -0.93 3.00
2.84 0.66 2.22
0.27 0.08 0.65
0.26 1.76 -0.06
-1.51 0.66 -1.76
-0.14 -0.08 0.20
1.54 0.47 -2.84
-0.46 -2.92 1.70
0.64 0.90 2.74
-1.69 1.18 -1.05
0.44 -0.23 0.92
0.51 -0.25 0.31
0.18 0.43 0.29
0.45 -0.58 -2.82
1.01 -0.14 0.28
-0.10 -0.47 -1.66
-0.55 1.74 0.52
2.42 -0.55 0.60
3.39 -0.65 2.83
-2.29 2.05 -0.16
-2.09 -1.74 -2.03
-0.06 -1.65 -3.37

***

Q: Number 1 is which compound?
A: C32H23F3N5SbTc